This record from OMol25 describes a structure of composition C10H27B2N2O8S. The level of theory is the ωB97M-V functional and the def2-TZVPD basis.

As for the highest occupied orbital energy: -0.458 hartree. The orbital gap is 9.98 eV. The energy above the lowest of the compared OMol25 structures with the same formula, charge and spin is 3.9 kcal per mole. For the energy, the calculation gives -1556.45021 Ha. For the lowest unoccupied orbital energy, the calculation gives -2.488 eV.

Geometry as ORCA input:
```
! RIJCOSX wB97M-V def2-TZVPD def2/J DEFGRID3
* xyz 1 1
C 3.29 -1.99 -2.15
C 3.60 -0.81 -3.07
B 2.49 0.29 -3.25
O 2.69 1.36 -4.08
C 1.10 0.22 -2.48
O 0.37 1.47 -2.56
S -1.09 1.15 -2.06
O -2.00 2.12 -2.54
O -1.06 0.86 -0.65
O -1.22 -0.18 -2.88
C 0.06 -0.92 -2.81
N -0.08 -1.91 -1.75
C 0.19 -1.57 -4.19
B -0.12 -3.13 -4.10
O 0.86 -4.09 -4.17
O -1.43 -3.55 -4.03
H 2.38 -2.52 -2.45
H 4.11 -2.72 -2.15
H 3.15 -1.66 -1.12
H 4.48 -0.28 -2.68
H 3.89 -1.14 -4.07
H 3.46 1.91 -3.86
H 1.38 0.09 -1.42
H 0.63 -1.82 -1.04
H -0.99 -1.81 -1.32
H -0.54 -1.12 -4.86
H 1.18 -1.39 -4.63
H 1.75 -3.73 -4.20
H -1.59 -4.12 -3.27
C -0.43 1.63 2.81
N -1.76 1.51 3.49
C -2.71 0.85 2.54
C -2.28 2.87 3.81
C -1.70 0.65 4.73
C -0.87 1.16 5.88
O 0.48 1.27 5.48
H -0.61 2.02 1.81
H 0.20 2.31 3.37
H 0.03 0.65 2.75
H -2.78 1.46 1.64
H -3.68 0.76 3.01
H -2.32 -0.13 2.28
H -1.56 3.38 4.45
H -3.24 2.78 4.31
H -2.39 3.42 2.88
H -1.33 -0.32 4.40
H -2.73 0.54 5.07
H -0.98 0.42 6.68
H -1.25 2.11 6.26
H 1.00 1.62 6.21
*
```



This record from OMol25 describes a cluster of 3 separate species, C10H27BN2O3 in total. The level of theory is the ωB97M-V functional and the def2-TZVPD basis.

As for the highest occupied orbital energy: -0.338 hartree. The orbital gap is 9.60 eV. The SMILES is COC[C@@H](C)N.COC[C@@H](C)N.BCC=O. For the energy, the calculation gives -757.19829 Ha. For the lowest unoccupied orbital energy, the calculation gives 0.391 eV.

Geometry as ORCA input:
```
! RIJCOSX wB97M-V def2-TZVPD def2/J DEFGRID3
* xyz 0 1
B 5.36 1.15 2.70
C 5.30 2.48 1.86
C 6.52 2.48 0.97
O 6.88 1.50 0.37
H 6.38 0.92 3.27
H 4.42 0.42 2.81
H 4.41 2.54 1.22
H 5.32 3.34 2.54
H 7.11 3.42 0.91
C 0.31 1.84 0.56
C 1.17 0.84 -0.20
C 0.67 -0.61 -0.13
O 0.88 -1.24 1.12
C -0.09 -0.99 2.11
N 2.56 0.97 0.25
H 0.46 1.76 1.64
H 0.56 2.85 0.26
H -0.76 1.67 0.36
H 1.15 1.11 -1.26
H 1.22 -1.20 -0.85
H -0.39 -0.66 -0.40
H -1.07 -0.84 1.67
H 0.16 -0.12 2.73
H -0.13 -1.87 2.76
H 3.17 0.41 -0.34
H 2.64 0.55 1.17
C -5.32 -0.78 -1.69
C -4.12 -0.87 -2.63
C -3.21 -2.08 -2.36
O -2.41 -1.96 -1.20
C -3.02 -2.38 0.00
N -3.39 0.40 -2.61
H -5.02 -0.42 -0.71
H -6.05 -0.07 -2.09
H -5.81 -1.74 -1.57
H -4.50 -1.01 -3.65
H -2.51 -2.17 -3.20
H -3.80 -3.01 -2.32
H -3.66 -3.25 -0.15
H -3.60 -1.58 0.47
H -2.21 -2.66 0.69
H -2.68 0.40 -3.33
H -2.89 0.47 -1.73
*
```



This record from OMol25 describes a structure of composition C10H27Cl2CrOP in a non-equilibrium geometry. The level of theory is the ωB97M-V functional and the def2-TZVPD basis.

As for the highest occupied orbital energy (alpha / beta): -0.046 / -0.008 hartree. The orbital gap (alpha / beta) is 4.31 / 3.25 eV. Its expectation value of S² is 3.93. For the energy, the calculation gives -2778.51554 Ha. For the lowest unoccupied orbital energy (alpha / beta), the calculation gives 3.051 / 3.029 eV.

Geometry as ORCA input:
```
! RIJCOSX wB97M-V def2-TZVPD def2/J DEFGRID3
* xyz -1 4
Cr 0.64 -2.22 1.83
Cl 1.29 -0.97 -0.04
Cl 2.86 -2.49 2.11
H -0.57 -2.68 1.03
H -0.14 -0.99 2.31
P -0.15 0.52 -0.59
C -0.54 1.86 0.59
C 0.86 1.14 -2.02
C -1.85 0.01 -1.06
C 0.42 1.90 1.77
H -1.54 1.60 0.99
C -0.68 3.21 -0.14
H 0.21 3.45 -0.73
H -0.81 3.99 0.63
H -1.55 3.25 -0.79
H 0.25 1.02 2.40
H 0.17 2.78 2.38
H 1.47 1.94 1.48
H -2.42 0.16 -0.12
C -1.99 -1.46 -1.43
C -2.42 0.96 -2.12
H -2.58 1.98 -1.73
H -3.40 0.57 -2.41
H -1.79 1.02 -3.01
H -1.88 -2.09 -0.55
H -1.27 -1.78 -2.19
H -3.00 -1.61 -1.81
C 2.23 1.69 -1.56
H 0.29 1.98 -2.45
C 1.02 0.06 -3.10
H 2.14 2.57 -0.90
H 2.79 1.99 -2.46
H 2.83 0.93 -1.04
H 1.23 -0.93 -2.68
H 1.87 0.33 -3.74
H 0.11 -0.02 -3.73
C 1.31 -3.95 4.36
O 0.39 -3.47 3.35
H 2.04 -4.64 3.93
H 0.72 -4.47 5.11
H 1.81 -3.10 4.82
H -0.39 -4.05 3.31
*
```



This record from OMol25 describes a structure of composition C10H27DyN3S2 in a non-equilibrium geometry. The level of theory is the ωB97M-V functional and the def2-TZVPD basis.

As for the highest occupied orbital energy (alpha / beta): -0.735 / -0.734 hartree. The orbital gap (alpha / beta) is 9.52 / 9.00 eV. Its expectation value of S² is 9.34. For the energy, the calculation gives -2241.90837 Ha. For the lowest unoccupied orbital energy (alpha / beta), the calculation gives -10.487 / -10.979 eV.

Geometry as ORCA input:
```
! RIJCOSX wB97M-V def2-TZVPD def2/J DEFGRID3
* xyz 3 6
Dy 0.92 0.09 0.04
S -0.64 2.31 -0.19
S -0.49 -2.18 0.03
C -2.49 2.24 0.03
C -0.57 2.37 -2.05
C -1.09 1.11 -2.73
N -0.29 -0.05 -2.25
C -1.01 -1.33 -2.63
C -0.43 -2.48 -1.83
H 0.48 2.59 -2.33
H -1.19 3.25 -2.27
H -0.99 1.23 -3.82
H -2.15 0.92 -2.51
H -0.89 -1.52 -3.71
H -2.08 -1.18 -2.44
H 0.63 -2.66 -2.08
H -1.01 -3.39 -1.92
C -2.34 -2.32 0.23
H 0.53 -0.06 -2.86
H -2.86 -1.39 -0.08
H -2.60 -2.53 1.28
H -2.66 -3.17 -0.39
H -2.78 2.47 1.06
H -2.88 1.24 -0.24
H -2.93 3.01 -0.63
C 3.33 0.07 -0.91
C 3.94 0.10 0.35
H 3.16 0.99 -1.50
H 3.33 -0.84 -1.53
H 4.04 1.04 0.93
H 4.52 -0.73 0.82
N 2.06 0.09 2.19
C 1.53 -0.29 3.55
C 0.10 0.21 3.60
N -0.53 0.19 2.21
H 2.40 1.06 2.19
H 2.86 -0.49 1.94
H 1.60 -1.39 3.68
H 2.20 0.16 4.30
H -0.50 -0.39 4.30
H 0.08 1.26 3.95
H -1.19 -0.61 2.15
H -1.12 1.02 2.07
*
```



This record from OMol25 describes a structure of composition C10H28BF3O8Pt in a non-equilibrium geometry. The level of theory is the ωB97M-V functional and the def2-TZVPD basis.

As for the highest occupied orbital energy (alpha / beta): -0.314 / -0.306 hartree. The orbital gap (alpha / beta) is 8.54 / 7.95 eV. The energy above the lowest of the compared OMol25 structures with the same formula, charge and spin is 0.1 kcal per mole. Its expectation value of S² is 2.00. For the energy, the calculation gives -1443.28302 Ha. For the lowest unoccupied orbital energy (alpha / beta), the calculation gives -0.016 / -0.378 eV.

Geometry as ORCA input:
```
! RIJCOSX wB97M-V def2-TZVPD def2/J DEFGRID3
* xyz 0 3
Pt 0.62 1.20 -0.66
C -2.26 -0.07 0.79
O -1.82 -1.05 1.77
O -1.23 0.58 0.30
C -3.10 -0.79 -0.28
F -4.17 -1.44 0.23
F -3.59 0.09 -1.17
F -2.41 -1.71 -0.99
C -2.74 -1.42 2.80
C -2.06 -2.47 3.66
H -1.51 -3.19 3.05
H -1.38 -2.05 4.41
H -2.81 -3.05 4.21
H -3.66 -1.81 2.39
H -2.94 -0.54 3.41
H -2.98 0.60 1.31
B 2.13 1.78 -2.53
H 2.59 2.36 -3.48
H 2.19 2.42 -1.51
H 0.99 1.44 -2.75
H 2.74 0.73 -2.38
C 1.99 -0.34 1.80
C 1.82 -1.85 1.71
O 0.68 -2.24 0.99
O 2.28 0.26 0.52
H 2.80 -0.06 2.48
H 1.06 0.10 2.16
H 1.82 -2.27 2.73
H 2.69 -2.27 1.20
H -0.12 -1.80 1.34
H 3.20 0.12 0.30
C 0.48 -1.31 -2.98
C 1.22 -2.61 -3.05
O 0.38 -3.72 -2.74
O 0.43 -0.81 -1.66
H -0.53 -1.47 -3.37
H 0.92 -0.54 -3.62
H 2.12 -2.60 -2.43
H 1.56 -2.79 -4.08
H 0.44 -3.94 -1.81
H -0.22 -1.31 -1.15
C 0.96 4.18 0.27
C -0.30 4.31 -0.57
O -0.55 3.11 -1.31
O 0.94 2.94 1.01
H 1.02 5.03 0.95
H 1.87 4.23 -0.34
H -0.16 5.17 -1.23
H -1.14 4.51 0.10
H -1.40 3.21 -1.74
H 1.15 3.17 1.92
*
```



Copy entry 2 word for word.
This record from OMol25 describes a cluster of 3 separate species, C10H27BN2O3 in total. The level of theory is the ωB97M-V functional and the def2-TZVPD basis.

As for the highest occupied orbital energy: -0.338 hartree. The orbital gap is 9.60 eV. The SMILES is COC[C@@H](C)N.COC[C@@H](C)N.BCC=O. For the energy, the calculation gives -757.19829 Ha. For the lowest unoccupied orbital energy, the calculation gives 0.391 eV.

Geometry as ORCA input:
```
! RIJCOSX wB97M-V def2-TZVPD def2/J DEFGRID3
* xyz 0 1
B 5.36 1.15 2.70
C 5.30 2.48 1.86
C 6.52 2.48 0.97
O 6.88 1.50 0.37
H 6.38 0.92 3.27
H 4.42 0.42 2.81
H 4.41 2.54 1.22
H 5.32 3.34 2.54
H 7.11 3.42 0.91
C 0.31 1.84 0.56
C 1.17 0.84 -0.20
C 0.67 -0.61 -0.13
O 0.88 -1.24 1.12
C -0.09 -0.99 2.11
N 2.56 0.97 0.25
H 0.46 1.76 1.64
H 0.56 2.85 0.26
H -0.76 1.67 0.36
H 1.15 1.11 -1.26
H 1.22 -1.20 -0.85
H -0.39 -0.66 -0.40
H -1.07 -0.84 1.67
H 0.16 -0.12 2.73
H -0.13 -1.87 2.76
H 3.17 0.41 -0.34
H 2.64 0.55 1.17
C -5.32 -0.78 -1.69
C -4.12 -0.87 -2.63
C -3.21 -2.08 -2.36
O -2.41 -1.96 -1.20
C -3.02 -2.38 0.00
N -3.39 0.40 -2.61
H -5.02 -0.42 -0.71
H -6.05 -0.07 -2.09
H -5.81 -1.74 -1.57
H -4.50 -1.01 -3.65
H -2.51 -2.17 -3.20
H -3.80 -3.01 -2.32
H -3.66 -3.25 -0.15
H -3.60 -1.58 0.47
H -2.21 -2.66 0.69
H -2.68 0.40 -3.33
H -2.89 0.47 -1.73
*
```